# 1
Here is a cluster of 3 separate species, C35H50BClINO14P2S2 in total at a distorted geometry from the Open Molecules 2025 dataset. Energies are from ωB97M-V/def2-TZVPD.

Geometry as XYZ:
```
107
C35H50BClINO14P2S2 ωB97M-V/def2-TZVPD
C 8.636 0.696 1.503
C 7.627 1.917 1.800
C 6.310 1.932 0.903
C 5.299 0.740 1.116
I 5.630 -0.867 2.567
C 3.951 0.629 0.301
Cl 2.779 -0.756 0.554
C 3.611 1.745 -0.711
C 4.602 2.956 -0.912
C 5.942 3.057 -0.136
B 6.981 4.316 -0.380
C 7.457 5.313 0.842
O 7.541 4.607 -1.684
C 4.080 4.063 -1.970
O 4.805 4.612 -2.829
C 2.497 4.376 -1.861
C 1.885 5.795 -1.948
C 0.342 5.955 -1.817
C -0.669 4.790 -1.645
C -2.241 5.021 -1.520
C -2.687 6.055 -0.378
C -4.293 6.287 -0.587
S -5.273 6.026 0.973
C -6.861 5.130 0.517
S -7.893 5.925 -0.558
N -7.123 3.833 1.137
C -8.486 3.309 0.837
C -8.487 1.762 1.359
O -7.815 0.995 0.325
C -6.565 1.601 -0.081
C -6.065 2.818 0.841
C -0.045 3.340 -1.576
C -1.026 2.057 -1.417
C -1.979 1.914 -2.709
O -1.511 0.968 -3.701
C -1.801 -0.381 -3.349
C -3.178 -0.922 -2.749
O -0.889 -1.228 -3.577
C 1.509 3.162 -1.661
C 2.228 1.721 -1.550
O 1.777 0.674 -2.067
H 8.102 -0.025 0.795
H 9.677 1.012 1.157
H 8.790 0.114 2.492
H 7.279 1.788 2.897
H 8.237 2.880 1.776
H 7.259 4.830 1.870
H 8.607 5.398 0.761
H 7.008 6.362 0.748
H 7.293 3.911 -2.330
H 2.602 6.677 -2.108
H -0.106 7.013 -1.874
H -2.841 4.050 -1.329
H -2.602 5.441 -2.534
H -2.220 7.103 -0.513
H -2.477 5.646 0.673
H -4.487 7.294 -1.086
H -4.656 5.476 -1.330
H -9.252 3.929 1.442
H -8.750 3.254 -0.272
H -8.019 1.657 2.399
H -9.558 1.349 1.428
H -5.754 0.781 -0.011
H -6.550 1.948 -1.181
H -5.768 2.355 1.858
H -5.127 3.274 0.376
H -0.468 1.106 -1.128
H -1.699 2.322 -0.512
H -1.969 2.948 -3.227
H -3.060 1.755 -2.366
H -3.474 -0.281 -1.849
H -4.027 -0.805 -3.520
H -3.088 -2.029 -2.474
C 0.979 -5.263 -2.350
O 2.369 -5.515 -2.180
P 2.872 -6.349 -0.765
O 1.941 -7.520 -1.064
O 2.129 -5.241 0.194
C 2.807 -4.007 0.386
O 3.457 -7.153 0.642
C 4.530 -8.056 0.389
H 0.667 -5.682 -3.309
H 0.364 -5.692 -1.558
H 0.823 -4.182 -2.369
H 2.085 -3.196 0.302
H 3.593 -3.856 -0.359
H 3.249 -3.990 1.385
H 5.383 -7.514 -0.025
H 4.216 -8.837 -0.308
H 4.827 -8.518 1.331
C -0.508 -4.920 1.772
O -1.712 -5.624 1.490
P -2.515 -6.402 2.794
O -2.606 -5.118 3.613
O -1.156 -7.242 3.169
C -0.841 -8.355 2.342
O -3.376 -7.288 3.996
C -4.792 -7.214 3.866
H -0.619 -3.890 1.423
H -0.254 -4.910 2.832
H 0.307 -5.394 1.220
H 0.228 -8.337 2.124
H -1.391 -8.326 1.398
H -1.082 -9.279 2.872
H -5.101 -7.631 2.906
H -5.129 -6.177 3.943
H -5.247 -7.796 4.668
```

Calculated values
* structure (SMILES): CCc1c(I)c(Cl)c2c(c1B(C)O)C(=O)c1ccc(CCCSC(=S)N3CCOCC3)c(CCOC(C)=O)c1C2=O.COP(=O)(OC)OC.COP(=O)(OC)OC
* charge: 0
* LUMO level: -2.70 eV
* HOMO level: -0.3168 Eh
* maximum force: 9.56 eV/Å
* DFT total energy: -128791.54024 eV


# 2
Here is a structure of composition C35H50N4O2ReSbSeSi3 from the Open Molecules 2025 dataset. Energies are from ωB97M-V/def2-TZVPD.

Geometry as XYZ:
```
97
C35H50N4O2ReSbSeSi3 ωB97M-V/def2-TZVPD
Re 0.417 0.164 0.499
O 0.487 -0.131 2.375
C 0.721 -1.202 3.168
C 0.922 -0.958 4.522
C 1.143 -2.008 5.392
C 1.157 -3.323 4.927
C 0.951 -3.568 3.588
C 0.740 -2.520 2.679
C 0.556 -2.856 1.292
N 0.443 -1.989 0.348
N 0.213 -2.488 -0.923
C -0.182 -1.543 -1.703
O -0.360 -0.291 -1.247
C -0.508 -1.798 -3.109
C -0.165 -3.019 -3.694
C -0.467 -3.254 -5.022
C -1.116 -2.281 -5.774
C -1.463 -1.070 -5.194
C -1.161 -0.826 -3.864
H 0.895 0.066 4.871
H 1.298 -1.807 6.443
H 1.322 -4.142 5.612
H 0.950 -4.585 3.215
H 0.517 -3.908 1.017
H 0.336 -3.770 -3.100
H -0.200 -4.199 -5.476
H -1.355 -2.470 -6.812
H -1.974 -0.316 -5.779
H -1.438 0.114 -3.406
C 2.061 1.146 -3.653
Si 3.398 0.284 -2.694
C 3.395 -1.562 -2.915
C 5.075 1.034 -2.997
Sb 2.970 0.721 -0.158
Si 3.698 3.134 0.424
C 2.801 3.572 1.999
C 3.235 4.188 -1.038
C 5.543 3.071 0.672
Si 4.527 -0.954 1.093
C 3.908 -2.690 0.795
C 4.462 -0.474 2.891
C 6.212 -0.711 0.340
H 2.257 1.017 -4.722
H 2.033 2.215 -3.439
H 1.081 0.716 -3.442
H 3.562 -1.787 -3.972
H 2.445 -2.013 -2.626
H 4.193 -2.039 -2.344
H 5.358 0.810 -4.030
H 5.847 0.623 -2.347
H 5.073 2.119 -2.887
H 1.747 3.294 1.951
H 2.870 4.648 2.180
H 3.248 3.061 2.854
H 2.156 4.295 -1.126
H 3.618 3.775 -1.972
H 3.667 5.185 -0.917
H 5.827 2.415 1.496
H 5.898 4.076 0.912
H 6.068 2.746 -0.228
H 3.309 -3.036 1.637
H 4.773 -3.353 0.712
H 3.321 -2.793 -0.118
H 3.434 -0.388 3.250
H 4.974 0.471 3.079
H 4.958 -1.245 3.486
H 6.241 -1.053 -0.695
H 6.920 -1.323 0.906
H 6.562 0.321 0.377
C -3.543 1.662 -0.223
N -3.554 2.922 0.512
C -4.398 3.976 0.259
C -4.110 4.943 1.160
N -3.082 4.473 1.942
C -2.476 5.212 3.044
C -2.747 3.242 1.534
Se -1.382 2.120 2.240
H -4.513 1.530 -0.694
H -3.366 0.844 0.472
H -2.763 1.672 -0.983
H -5.133 3.945 -0.526
H -4.550 5.912 1.314
H -3.167 5.260 3.883
H -2.236 6.220 2.711
H -1.568 4.703 3.355
C -0.280 1.928 0.608
C -0.324 3.121 -0.266
C -0.312 4.432 0.230
C -0.323 5.516 -0.629
C -0.360 5.319 -2.006
C -0.362 4.028 -2.511
C -0.336 2.939 -1.652
H -0.253 4.596 1.299
H -0.291 6.521 -0.228
H -0.376 6.167 -2.677
H -0.376 3.865 -3.581
H -0.332 1.931 -2.045
```

Calculated values
* energy relative to the best compared isomer or geometry (same formula, charge and spin): 4.7 kcal per mole
* charge: +2
* LUMO level (spin up / spin down): -5.98 / -6.00 eV
* HOMO level (spin up / spin down): -0.4689 / -0.4701 Eh
* maximum force: 0.52 eV/Å
* DFT total energy: -144798.74706 eV


# 3
Here is a structure of composition C35H50N9O13PPtS at a distorted geometry from the Open Molecules 2025 dataset. Energies are from ωB97M-V/def2-TZVPD.

Geometry as XYZ:
```
110
C35H50N9O13PPtS ωB97M-V/def2-TZVPD
Pt -3.792 0.773 23.206
O -3.609 0.265 27.140
C -3.680 -0.096 25.964
O -4.355 0.638 25.097
C -3.184 -1.477 25.608
C -3.391 -2.532 26.515
C -2.936 -3.816 26.195
C -2.104 -4.050 25.097
C -1.811 -3.007 24.209
C -2.380 -1.631 24.392
O -2.260 -0.680 23.544
N -1.000 -3.447 23.082
O -0.217 -4.385 23.294
O -1.210 -2.907 21.975
N -3.219 -4.786 27.175
O -3.991 -4.417 28.126
O -2.681 -5.944 27.111
H -3.907 -2.316 27.432
H -1.668 -5.014 24.843
O -3.784 2.994 26.184
C -4.982 3.763 26.179
C -4.918 4.615 24.897
C -4.609 3.950 23.510
C -5.709 3.014 23.046
C -6.960 3.506 22.678
C -8.021 2.630 22.460
C -7.818 1.248 22.687
C -6.590 0.814 23.060
N -5.509 1.662 23.078
H -3.902 2.103 26.603
H -4.899 4.451 27.044
H -5.888 3.134 26.300
H -4.145 5.395 25.055
H -5.853 5.181 24.814
H -3.620 3.416 23.546
H -4.511 4.795 22.793
H -7.057 4.594 22.621
H -8.993 3.015 22.152
H -8.629 0.526 22.537
H -6.391 -0.228 23.403
O -0.835 2.090 23.162
P -0.079 2.602 22.004
N 0.078 1.409 20.871
C 0.262 0.037 21.419
C 0.832 -0.806 20.260
C 1.258 0.174 19.191
C 0.572 1.530 19.478
N -0.798 3.927 21.243
C -0.810 4.294 19.825
C -1.412 5.721 19.765
C -1.836 6.088 21.199
C -1.131 5.078 22.102
N 1.393 3.189 22.662
C 1.620 2.987 24.094
C 3.060 3.466 24.398
C 3.752 3.658 23.043
C 2.610 3.642 21.997
H -0.683 -0.333 21.850
H 0.959 0.006 22.267
H 0.071 -1.526 19.900
H 1.664 -1.449 20.630
H 0.997 -0.157 18.175
H 2.337 0.366 19.143
H -0.313 1.648 18.810
H 1.280 2.344 19.364
H -1.415 3.613 19.169
H 0.210 4.318 19.408
H -2.232 5.808 19.059
H -0.671 6.436 19.386
H -2.921 6.068 21.351
H -1.504 7.083 21.536
H -1.716 4.757 22.986
H -0.184 5.559 22.499
H 1.512 1.915 24.359
H 0.902 3.530 24.729
H 3.582 2.744 25.048
H 3.069 4.392 24.989
H 4.481 2.850 22.815
H 4.320 4.604 23.019
H 2.900 3.062 21.095
H 2.480 4.690 21.630
C -0.850 -2.669 15.827
C -2.316 -2.369 16.064
S -2.537 -0.692 16.740
O -1.925 -0.752 18.065
O -2.087 0.333 15.826
C -4.389 -0.456 16.840
C -5.032 -0.382 18.240
N -4.263 0.421 19.238
C -3.847 -0.083 20.464
N -3.494 0.978 21.210
C -3.503 2.093 20.453
C -4.100 1.823 19.252
N -4.626 2.816 18.327
O -4.238 3.961 18.581
O -5.402 2.469 17.402
C -3.736 -1.501 20.880
H -0.746 -3.502 15.129
H -0.307 -2.921 16.782
H -0.355 -1.808 15.390
H -2.733 -3.149 16.771
H -2.906 -2.463 15.142
H -4.834 -1.376 16.392
H -4.652 0.372 16.224
H -5.157 -1.386 18.639
H -6.022 0.078 18.109
H -3.145 3.035 20.812
H -4.587 -1.806 21.526
H -2.764 -1.670 21.401
H -3.675 -2.131 19.991
```

Calculated values
* energy relative to the best compared isomer or geometry (same formula, charge and spin): 16.7 kcal per mole
* ⟨S²⟩: 6.070
* charge: +2
* LUMO level (spin up / spin down): -5.87 / -8.73 eV
* HOMO level (spin up / spin down): -0.4157 / -0.5001 Eh
* maximum force: 5.64 eV/Å
* multiplicity: 5
* DFT total energy: -100477.87578 eV


# 4
Here is a cluster of 2 separate species, C35H50P in total from the Open Molecules 2025 dataset. Energies are from ωB97M-V/def2-TZVPD.

Geometry as XYZ:
```
86
C35H50P ωB97M-V/def2-TZVPD
C 2.011 2.172 -3.884
C 2.591 0.761 -3.756
C 2.575 0.295 -2.295
C 1.186 0.411 -1.645
P 1.186 -0.022 0.193
C 1.790 -1.806 0.061
C 1.805 -2.503 1.429
C 2.334 -3.942 1.322
C 1.508 -4.775 0.336
C 1.415 -4.083 -1.027
C 0.923 -2.634 -0.906
C 2.773 0.862 0.773
C 2.782 2.353 0.394
C 4.069 3.064 0.833
C 4.337 2.895 2.333
C 4.293 1.416 2.734
C 2.979 0.749 2.292
C 0.468 1.751 -1.906
C 0.569 2.208 -3.370
H 2.625 2.873 -3.299
H 2.055 2.507 -4.927
H 1.995 0.064 -4.361
H 3.619 0.728 -4.139
H 2.939 -0.742 -2.239
H 3.298 0.900 -1.732
H 0.541 -0.359 -2.101
H 2.826 -1.754 -0.326
H 2.412 -1.952 2.155
H 0.777 -2.521 1.821
H 3.375 -3.909 0.972
H 2.338 -4.413 2.313
H 1.943 -5.774 0.223
H 0.494 -4.909 0.740
H 2.412 -4.077 -1.492
H 0.750 -4.640 -1.699
H -0.114 -2.627 -0.531
H 0.901 -2.198 -1.911
H 3.615 0.352 0.266
H 2.663 2.499 -0.685
H 1.919 2.837 0.881
H 4.913 2.642 0.268
H 4.007 4.128 0.570
H 5.306 3.335 2.594
H 3.571 3.443 2.898
H 5.133 0.895 2.252
H 4.422 1.308 3.818
H 2.132 1.242 2.795
H 2.980 -0.296 2.620
H -0.589 1.647 -1.621
H 0.876 2.540 -1.261
H 0.154 3.219 -3.470
H -0.045 1.542 -3.992
C -1.618 5.630 3.040
C -1.749 4.171 2.760
C -1.003 3.241 3.498
C -1.119 1.886 3.245
C -1.988 1.409 2.226
C -2.067 0.018 1.926
C -3.016 -0.507 1.056
C -3.119 -1.849 0.711
C -4.029 -2.336 -0.272
C -4.177 -3.731 -0.501
C -5.047 -4.203 -1.467
C -5.801 -3.313 -2.244
C -6.724 -3.833 -3.296
C -5.677 -1.936 -2.029
C -4.814 -1.448 -1.066
C -2.743 2.370 1.494
C -2.615 3.720 1.759
H -2.262 6.210 2.374
H -1.895 5.867 4.074
H -0.586 5.973 2.901
H -0.332 3.599 4.279
H -0.544 1.160 3.820
H -1.443 -0.680 2.488
H -3.741 0.177 0.618
H -2.478 -2.563 1.232
H -3.590 -4.421 0.104
H -5.153 -5.275 -1.638
H -7.235 -3.011 -3.804
H -6.181 -4.415 -4.051
H -7.485 -4.497 -2.870
H -6.267 -1.245 -2.635
H -4.728 -0.372 -0.930
H -3.418 2.053 0.701
H -3.193 4.447 1.185
```

Calculated values
* charge: +1
* LUMO level: -5.16 eV
* HOMO level: -0.3871 Eh
* maximum force: 0.86 eV/Å
* DFT total energy: -46389.82245 eV